A structure of composition C17H40GdNP3Se, computed with wB97M-V/def2-TZVPD.

Output
Total energy ... -133786.95909 eV
<S²> ... 16.116
E_LUMO (spin up / spin down) ... -10.390 / -12.799 eV
Highest occupied orbital energy (spin up / spin down) ... -16.8 / -16.8 eV
Relative energy (zero: lowest compared OMol25 entry of this formula, charge and spin) ... 0.000 eV

```
! wB97M-V def2-TZVPD RIJCOSX def2/J DEFGRID3
* xyz 3 8
Gd 1.632 0.696 0.896
P -0.237 0.217 2.721
P -1.408 -0.925 -0.617
P -0.400 2.485 -0.448
H 6.718 2.450 -0.148
C 6.018 3.011 0.472
C 4.743 2.667 0.736
H 4.216 1.977 0.036
C 0.364 -1.128 3.762
C -2.001 0.096 2.913
C 0.187 1.699 3.688
C -1.572 -1.459 -2.365
C -1.661 -2.595 0.110
C -3.137 -0.328 -0.443
C 0.443 4.105 -0.615
C -1.908 3.029 0.441
C -1.084 2.415 -2.155
H 6.389 3.988 0.855
H 4.212 3.124 1.578
H 1.467 -1.198 3.743
H -0.072 -2.072 3.397
H 0.021 -0.918 4.787
H -2.370 -0.840 2.469
H -2.497 0.956 2.442
H -2.185 0.100 3.997
H 1.259 1.943 3.620
H -0.065 1.460 4.728
H -0.405 2.557 3.341
H -2.576 -1.899 -2.489
H -0.808 -2.210 -2.593
H -1.431 -0.606 -3.037
H -2.695 -2.926 -0.101
H -1.487 -2.561 1.195
H -0.951 -3.298 -0.351
H -3.791 -1.148 -0.766
H -3.309 0.548 -1.073
H -3.346 -0.071 0.598
H -0.199 4.809 -1.163
H 1.383 3.970 -1.163
H 0.664 4.521 0.374
H -2.163 4.037 0.099
H -1.724 3.058 1.521
H -2.761 2.364 0.258
H -1.246 3.447 -2.498
H -2.032 1.866 -2.204
H -0.375 1.936 -2.843
C 3.081 1.155 -3.337
C 4.314 1.300 -2.690
C 5.000 2.533 -2.816
C 4.557 3.533 -3.686
C 3.479 3.220 -4.552
C 2.744 2.039 -4.369
Se 1.684 0.143 -2.641
H 1.617 1.231 -1.616
H 4.713 0.496 -2.054
H 5.788 2.792 -2.112
H 5.013 4.558 -3.691
H 3.165 3.952 -5.292
H 1.798 1.894 -4.886
N 1.993 -1.683 0.463
H 2.914 -2.069 0.701
H 1.821 -1.817 -0.552
H 1.246 -2.108 1.009
*
```

Mulliken population analysis, charges in e, atoms 1 to 4:
1 Gd 1.031
2 P 0.727
3 P 0.994
4 P 1.057